[1]
ORCA calculation (ωB97M-V/def2-TZVPD) on C54H112KN3O16S6 as an isolated structure.

Multiplicity = 1
Gap between HOMO and LUMO = 6.98 eV

Last column: Löwdin charge in e.
Positions of all 192 atoms, in Å:
K 1.648 -3.039 3.643  0.786
C -0.459 -0.121 -0.205  -0.049
C -0.127 -0.074 1.279  -0.614
C -1.370 -0.005 2.180  -0.052
O 0.791 -1.027 1.765  -0.363
H -1.087 0.747 -0.404  0.053
H -1.105 -0.977 -0.401  0.041
H 0.378 -0.147 -0.903  0.061
H 0.282 0.925 1.432  0.088
H -1.062 0.308 3.178  0.056
H -1.944 -0.921 2.316  0.048
H -2.020 0.806 1.852  0.058
C -0.477 0.453 6.193  -0.173
C -0.013 0.429 7.717  -0.245
C 1.262 -0.337 7.796  -0.214
S 2.311 0.164 6.274  0.756
O 2.837 -1.067 5.640  -0.411
O 3.107 1.303 6.720  -0.341
C 0.794 0.916 5.371  -0.149
H -1.434 0.954 6.052  0.108
H -0.716 -0.588 5.976  0.097
H -0.752 -0.018 8.383  0.111
H 0.092 1.429 8.136  0.112
H 0.890 -1.361 7.810  0.101
H 1.947 -0.039 8.591  0.096
H 0.782 0.597 4.329  0.073
H 0.887 1.976 5.606  0.095
C -1.876 -3.825 -0.549  -0.194
C -2.727 -4.016 0.672  -0.252
C -2.552 -5.430 1.195  -0.203
S -0.727 -5.629 1.205  0.755
O -0.435 -7.081 1.015  -0.348
O -0.185 -4.883 2.336  -0.408
C -0.494 -4.526 -0.262  -0.183
H -1.667 -2.785 -0.798  0.079
H -2.375 -4.344 -1.367  0.116
H -3.762 -3.705 0.530  0.106
H -2.393 -3.392 1.501  0.104
H -2.858 -6.087 0.381  0.105
H -3.045 -5.674 2.136  0.112
H -0.133 -5.150 -1.079  0.079
H 0.170 -3.705 0.007  0.086
C 1.593 1.456 -5.101  -0.256
C 1.649 1.522 -3.640  -0.223
C 0.766 2.734 -3.262  -0.192
S -0.552 2.915 -4.528  0.730
O -0.522 4.265 -5.143  -0.352
O -1.787 2.382 -3.950  -0.362
C 0.210 1.707 -5.707  -0.190
H 2.069 0.612 -5.601  0.112
H 2.134 2.330 -5.464  0.118
H 2.646 1.631 -3.212  0.108
H 1.289 0.539 -3.335  0.096
H 1.383 3.591 -3.529  0.095
H 0.494 2.985 -2.237  0.084
H 0.100 2.113 -6.713  0.105
H -0.334 0.764 -5.750  0.076
C -6.989 -1.782 3.435  -0.195
C -5.596 -2.520 3.483  -0.185
C -4.417 -1.533 3.483  -0.235
S -5.091 0.078 3.832  0.686
O -5.156 0.889 2.628  -0.333
O -4.401 0.608 5.000  -0.352
C -6.857 -0.474 4.269  -0.173
H -7.857 -2.391 3.683  0.111
H -7.218 -1.459 2.419  0.091
H -5.632 -3.229 2.656  0.101
H -5.571 -3.139 4.381  0.108
H -3.960 -1.250 2.535  0.059
H -3.510 -1.766 4.040  0.105
H -7.501 0.397 4.150  0.098
H -6.735 -0.654 5.337  0.089
C 4.293 -1.553 -1.526  -0.192
C 5.047 -2.808 -2.007  -0.217
C 4.911 -3.893 -0.961  -0.205
S 3.274 -3.684 -0.160  0.736
O 3.354 -3.574 1.302  -0.377
O 2.518 -4.788 -0.755  -0.340
C 2.912 -2.036 -0.922  -0.164
H 4.335 -0.815 -2.327  0.111
H 4.853 -1.191 -0.664  0.090
H 6.081 -2.649 -2.313  0.120
H 4.503 -3.088 -2.909  0.082
H 5.444 -3.842 -0.011  0.090
H 5.083 -4.911 -1.312  0.109
H 2.618 -1.225 -0.255  0.074
H 2.144 -2.098 -1.693  0.073
C -4.331 1.348 -1.527  -0.197
C -5.649 1.831 -0.874  -0.205
C -6.613 0.634 -0.649  -0.162
S -5.578 -0.899 -1.065  0.748
O -6.004 -1.318 -2.431  -0.355
O -5.716 -1.830 0.088  -0.385
C -3.959 -0.101 -1.057  -0.198
H -3.477 1.982 -1.286  0.075
H -4.545 1.447 -2.591  0.119
H -6.186 2.536 -1.509  0.109
H -5.419 2.427 0.010  0.081
H -7.569 0.596 -1.171  0.101
H -6.725 0.522 0.430  0.067
H -3.318 -0.642 -1.753  0.090
H -3.493 -0.043 -0.073  0.087
C -3.416 4.946 -1.067  -0.022
C -3.306 5.777 0.219  -0.480
C -4.260 5.212 1.280  -0.106
C -3.746 3.857 1.914  -0.163
C -2.320 4.000 2.420  -0.140
C -1.304 4.640 1.435  -0.475
N -1.932 5.833 0.831  -0.127
O -1.035 6.566 0.116  0.001
C -0.149 5.022 2.378  -0.035
C -0.861 3.591 0.398  -0.014
C -3.789 7.237 -0.019  -0.032
H -3.435 3.864 -0.939  0.039
H -2.602 5.061 -1.784  0.082
H -4.335 5.206 -1.593  0.093
H -4.385 5.960 2.063  0.121
H -5.145 4.955 0.698  0.109
H -3.873 2.990 1.265  0.070
H -4.322 3.501 2.768  0.099
H -1.924 3.002 2.608  0.104
H -2.335 4.539 3.368  0.119
H 0.214 4.194 2.986  0.076
H 0.759 5.137 1.786  0.072
H -0.359 5.824 3.085  0.091
H -1.696 2.948 0.118  0.064
H -0.460 4.164 -0.438  0.065
H -0.044 2.909 0.633  0.068
H -4.871 7.362 -0.004  0.083
H -3.429 7.551 -0.999  0.076
H -3.281 7.898 0.683  0.086
H -0.881 6.065 -0.688  0.078
C 5.333 -1.017 2.594  -0.038
C 5.445 0.494 2.413  -0.461
C 6.883 0.680 1.752  -0.128
C 7.105 2.016 1.019  -0.162
C 5.927 2.263 0.049  -0.155
C 4.578 2.304 0.786  -0.501
N 4.418 1.085 1.555  -0.092
O 3.140 1.024 2.156  0.003
C 4.437 3.599 1.553  -0.017
C 3.562 2.181 -0.382  -0.029
C 5.568 1.064 3.835  -0.031
H 6.180 -1.536 3.043  0.093
H 5.319 -1.613 1.681  0.058
H 4.487 -1.222 3.250  0.070
H 7.730 0.484 2.410  0.113
H 7.066 -0.100 1.013  0.102
H 8.078 1.971 0.528  0.108
H 7.108 2.844 1.728  0.104
H 6.060 1.662 -0.851  0.111
H 6.091 3.163 -0.544  0.110
H 4.792 3.723 2.576  0.076
H 4.887 4.395 0.960  0.089
H 3.396 3.817 1.789  0.076
H 3.627 1.201 -0.854  0.064
H 2.517 2.340 -0.116  0.071
H 3.772 2.978 -1.094  0.085
H 6.447 0.866 4.448  0.088
H 4.694 0.891 4.463  0.056
H 5.729 2.142 3.804  0.068
H 2.761 0.259 1.717  0.061
C -1.320 -3.907 -5.507  -0.005
C -0.214 -3.113 -4.702  -0.436
C 0.259 -3.823 -3.420  -0.180
C 1.224 -4.924 -3.716  -0.175
C 2.415 -4.225 -4.327  -0.136
C 2.105 -3.474 -5.646  -0.471
N 0.952 -2.644 -5.403  -0.086
O 0.649 -1.665 -6.413  0.002
C 3.379 -2.663 -6.081  -0.030
C 1.934 -4.569 -6.757  -0.024
C -0.995 -1.862 -4.013  -0.008
H -1.017 -4.603 -6.289  0.062
H -1.954 -3.125 -5.925  0.073
H -1.915 -4.586 -4.896  0.081
H 0.620 -3.062 -2.728  0.102
H -0.647 -4.273 -3.014  0.097
H 0.721 -5.729 -4.252  0.125
H 1.550 -5.418 -2.800  0.091
H 3.203 -4.976 -4.392  0.132
H 2.658 -3.413 -3.640  0.093
H 4.302 -3.182 -5.822  0.076
H 3.536 -2.371 -7.119  0.077
H 3.586 -1.740 -5.540  0.067
H 2.782 -5.236 -6.909  0.086
H 1.037 -5.164 -6.587  0.061
H 1.863 -4.015 -7.693  0.073
H -1.418 -1.241 -4.803  0.069
H -0.322 -1.169 -3.509  0.059
H -1.653 -2.169 -3.200  0.068
H 0.247 -2.141 -7.144  0.094


[2]
ORCA calculation (ωB97M-V/def2-TZVPD) on a 6-piece molecular cluster, C54H114N6O6 overall.

Multiplicity = 1
Gap between HOMO and LUMO = 8.26 eV
SMILES string = CC1(C)CCCC(C)(C)N1O.CC1(C)CCCC(C)(C)N1O.CC1(C)CCCC(C)(C)N1O.CC1(C)CCCC(C)(C)N1O.CC1(C)CCCC(C)(C)N1O.CC1(C)CCCC(C)(C)N1O
ΔE to the lowest compared entry with this formula, charge and spin = 896.4 kJ/mol

Last column: Löwdin charge in e.
Positions of all 180 atoms, in Å:
C 5.528 -10.913 -3.219  -0.015
C 4.825 -9.613 -3.889  -0.492
C 4.641 -8.555 -2.849  -0.046
C 5.740 -8.973 -5.002  -0.134
C 6.004 -9.645 -6.351  -0.188
C 4.641 -9.832 -7.015  -0.171
C 3.686 -10.595 -6.051  -0.404
C 2.268 -10.340 -6.683  -0.044
C 4.016 -12.162 -6.057  -0.013
N 3.642 -10.032 -4.628  -0.124
O 2.657 -10.515 -3.704  0.001
H 6.273 -11.344 -3.888  0.070
H 6.111 -10.679 -2.328  0.068
H 4.899 -11.689 -2.784  0.064
H 4.299 -7.577 -3.188  0.088
H 3.905 -8.882 -2.115  0.086
H 5.651 -8.449 -2.452  0.087
H 5.262 -8.022 -5.238  0.120
H 6.771 -8.982 -4.648  0.117
H 6.578 -9.066 -7.074  0.116
H 6.403 -10.639 -6.147  0.103
H 4.899 -10.410 -7.901  0.114
H 4.196 -8.919 -7.411  0.116
H 2.390 -10.284 -7.764  0.076
H 1.864 -9.401 -6.305  0.083
H 1.536 -11.107 -6.428  0.070
H 4.811 -12.554 -6.691  0.072
H 3.122 -12.667 -6.425  0.064
H 4.215 -12.566 -5.064  0.059
H 3.168 -11.275 -3.416  0.055
C -0.981 -2.078 -1.717  -0.055
C -1.466 -0.628 -1.684  -0.475
C -1.751 -0.140 -3.109  -0.020
C -2.725 -0.656 -0.632  -0.126
C -3.137 0.653 -0.122  -0.210
C -1.890 1.343 0.494  -0.132
C -0.627 1.473 -0.401  -0.471
C -0.905 2.597 -1.321  -0.051
C 0.519 1.854 0.596  -0.036
N -0.402 0.190 -1.166  -0.207
O 0.708 0.284 -1.816  0.009
H -1.790 -2.733 -2.042  0.081
H -0.240 -2.165 -2.512  0.080
H -0.606 -2.487 -0.779  0.084
H -0.891 0.378 -3.534  0.084
H -2.087 -0.982 -3.713  0.080
H -2.562 0.585 -3.042  0.071
H -3.560 -1.053 -1.208  0.119
H -2.411 -1.323 0.171  0.116
H -3.670 1.261 -0.852  0.107
H -3.891 0.507 0.652  0.112
H -1.552 0.663 1.276  0.110
H -2.244 2.214 1.046  0.120
H -0.215 2.780 -2.145  0.089
H -0.932 3.493 -0.700  0.089
H -1.856 2.424 -1.824  0.076
H 1.455 2.110 0.099  0.074
H 0.795 1.152 1.383  0.080
H 0.345 2.812 1.086  0.079
H 1.317 -0.167 -1.228  0.123
C -13.134 5.712 -1.275  -0.048
C -12.485 6.936 -2.044  -0.438
C -13.585 7.739 -2.782  -0.034
C -11.859 7.868 -0.952  -0.127
C -10.709 8.747 -1.512  -0.180
C -9.675 7.864 -2.225  -0.156
C -10.277 7.078 -3.423  -0.478
C -10.588 8.027 -4.561  -0.037
C -9.143 6.166 -3.885  -0.066
N -11.425 6.231 -2.878  -0.118
O -11.855 5.348 -3.835  -0.017
H -13.764 5.042 -1.860  0.073
H -12.375 5.152 -0.729  0.080
H -13.844 6.052 -0.521  0.074
H -13.300 8.712 -3.183  0.072
H -14.092 7.139 -3.537  0.080
H -14.347 7.987 -2.043  0.076
H -12.608 8.463 -0.429  0.113
H -11.389 7.291 -0.155  0.110
H -11.059 9.414 -2.300  0.090
H -10.114 9.270 -0.763  0.109
H -9.155 7.243 -1.495  0.118
H -8.929 8.604 -2.513  0.117
H -11.181 7.550 -5.341  0.091
H -9.671 8.414 -5.005  0.087
H -11.117 8.936 -4.277  0.065
H -8.932 5.180 -3.471  0.085
H -8.268 6.613 -4.356  0.089
H -9.536 5.598 -4.728  0.066
H -11.882 4.497 -3.390  0.104
C 0.880 8.434 6.847  0.000
C -0.078 8.841 8.002  -0.443
C 0.148 8.242 9.371  -0.059
C -0.128 10.290 8.455  -0.161
C -0.511 11.302 7.329  -0.189
C -1.893 10.943 7.072  -0.177
C -2.229 9.457 6.652  -0.494
C -3.734 9.298 6.845  -0.032
C -1.841 9.187 5.129  -0.020
N -1.531 8.598 7.534  -0.188
O -1.944 7.315 7.507  0.008
H 0.769 7.446 6.401  0.088
H 0.894 9.187 6.059  0.059
H 1.850 8.480 7.343  0.077
H -0.698 8.511 10.005  0.086
H 0.165 7.160 9.498  0.082
H 1.083 8.661 9.743  0.089
H -0.838 10.439 9.269  0.121
H 0.858 10.606 8.795  0.117
H -0.394 12.331 7.667  0.119
H 0.125 11.140 6.459  0.105
H -2.046 11.574 6.197  0.118
H -2.554 11.294 7.865  0.125
H -4.136 10.249 6.495  0.086
H -3.929 9.106 7.900  0.087
H -4.038 8.417 6.281  0.084
H -1.777 8.139 4.836  0.077
H -0.894 9.593 4.774  0.058
H -2.552 9.652 4.447  0.071
H -2.411 7.324 8.346  0.106
C -0.620 -6.625 8.606  -0.036
C -0.521 -6.831 7.093  -0.481
C -0.893 -5.486 6.396  -0.034
C 0.902 -7.190 6.690  -0.152
C 1.185 -7.699 5.280  -0.201
C 0.260 -8.802 5.059  -0.163
C -1.305 -8.536 5.324  -0.475
C -1.980 -7.783 4.178  -0.028
C -1.873 -9.992 5.315  -0.046
N -1.431 -7.922 6.637  -0.120
O -2.780 -7.774 6.921  -0.009
H -1.611 -6.549 9.053  0.085
H -0.202 -7.492 9.117  0.075
H 0.147 -5.933 8.952  0.087
H -0.664 -5.393 5.334  0.063
H -1.920 -5.184 6.602  0.085
H -0.249 -4.738 6.857  0.077
H 1.678 -6.440 6.844  0.124
H 1.172 -7.961 7.412  0.116
H 1.024 -6.825 4.648  0.112
H 2.187 -8.077 5.076  0.121
H 0.541 -9.629 5.712  0.115
H 0.439 -9.241 4.078  0.117
H -3.068 -7.724 4.164  0.086
H -1.475 -8.085 3.260  0.087
H -1.708 -6.730 4.252  0.056
H -2.941 -9.841 5.473  0.063
H -1.580 -10.612 6.162  0.086
H -1.890 -10.457 4.329  0.088
H -3.075 -8.615 7.277  0.100
C 8.470 -0.390 -5.961  -0.016
C 9.992 -0.241 -5.432  -0.448
C 10.802 -1.550 -5.549  -0.042
C 10.634 0.790 -6.404  -0.128
C 10.364 2.312 -6.078  -0.186
C 10.747 2.607 -4.673  -0.162
C 10.063 1.631 -3.659  -0.438
C 10.863 1.811 -2.313  -0.038
C 8.466 1.940 -3.479  -0.005
N 10.215 0.221 -3.998  -0.125
O 9.471 -0.679 -3.153  -0.020
H 8.428 -0.712 -7.002  0.076
H 7.859 -1.113 -5.421  0.071
H 7.950 0.545 -5.749  0.043
H 10.683 -1.982 -6.543  0.084
H 11.809 -1.315 -5.203  0.085
H 10.301 -2.242 -4.872  0.072
H 11.721 0.763 -6.337  0.109
H 10.332 0.664 -7.443  0.111
H 10.834 3.044 -6.735  0.112
H 9.290 2.459 -6.185  0.103
H 10.255 3.556 -4.455  0.111
H 11.808 2.756 -4.476  0.119
H 11.187 2.840 -2.154  0.074
H 11.817 1.291 -2.402  0.077
H 10.381 1.399 -1.426  0.073
H 7.780 1.627 -4.266  0.045
H 8.338 3.022 -3.473  0.073
H 8.027 1.362 -2.665  0.071
H 10.295 -1.012 -2.789  0.098


Let's list maximum force in order: 4.04, 7.65 eV/A.